(1)
DFT (wB97M-V/def2-TZVPD) results for a cluster of 19 separate species, C76H209N19O19 in total in a non-equilibrium geometry.

ORCA input file:
```
! RIJCOSX wB97M-V def2-TZVPD def2/J DEFGRID3
* xyz 0 1
C 1.989 -2.233 5.982
C 1.878 -1.354 7.209
C 0.512 -0.792 7.513
O -0.039 -0.070 6.453
C -1.183 0.726 6.689
N 2.395 -1.999 8.395
H 2.995 -2.662 5.777
H 1.692 -1.634 5.115
H 1.256 -2.998 6.105
H 2.595 -0.535 6.984
H 0.500 -0.178 8.443
H -0.276 -1.547 7.615
H -2.006 0.233 7.097
H -1.460 1.088 5.708
H -0.965 1.473 7.471
H 2.052 -2.949 8.655
H 2.227 -1.371 9.206
C 1.794 0.373 -4.113
C 0.536 -0.470 -4.314
C -0.687 0.242 -4.184
O -0.579 1.314 -5.140
C -1.701 2.131 -5.041
N 0.630 -1.250 -5.543
H 1.842 1.157 -4.835
H 2.672 -0.327 -4.124
H 1.809 0.819 -3.085
H 0.545 -1.214 -3.508
H -0.678 0.689 -3.164
H -1.584 -0.393 -4.325
H -1.612 2.892 -5.801
H -1.781 2.591 -3.994
H -2.703 1.626 -5.315
H 0.545 -0.759 -6.448
H -0.014 -2.012 -5.567
C -5.641 -0.444 -2.370
C -4.589 -1.515 -2.113
C -5.383 -2.809 -1.733
O -4.609 -3.987 -1.731
C -3.687 -3.984 -0.663
N -3.832 -1.786 -3.368
H -6.307 -0.762 -3.169
H -5.121 0.466 -2.629
H -6.240 -0.351 -1.420
H -3.858 -1.237 -1.314
H -6.281 -2.893 -2.431
H -5.916 -2.749 -0.753
H -3.620 -5.055 -0.389
H -3.962 -3.330 0.201
H -2.754 -3.493 -0.949
H -3.093 -2.480 -3.183
H -4.406 -2.164 -4.151
C 1.544 2.673 3.820
C 3.004 2.333 3.681
C 3.577 2.142 5.092
O 4.950 1.854 4.987
C 5.485 1.699 6.282
N 3.171 1.142 2.777
H 1.120 2.719 2.837
H 1.502 3.724 4.192
H 0.907 2.003 4.439
H 3.555 3.082 3.153
H 3.123 1.162 5.386
H 3.355 2.918 5.764
H 5.254 2.603 6.896
H 6.561 1.623 6.283
H 4.973 0.907 6.819
H 2.199 0.969 2.499
H 3.386 0.294 3.372
C -2.742 -6.191 3.273
C -2.252 -4.838 2.730
C -2.035 -3.859 3.875
O -1.912 -2.548 3.367
C -1.296 -1.654 4.284
N -1.095 -5.015 1.741
H -2.013 -6.623 3.935
H -3.005 -6.955 2.531
H -3.756 -6.038 3.743
H -3.116 -4.376 2.152
H -1.116 -4.251 4.341
H -2.875 -3.958 4.597
H -1.335 -0.701 3.789
H -0.304 -1.863 4.572
H -1.925 -1.525 5.132
H -0.401 -5.635 2.214
H -0.690 -4.114 1.554
C 3.301 -2.899 1.449
C 4.385 -2.773 0.390
C 4.824 -4.133 -0.089
O 5.764 -4.058 -1.164
C 6.263 -5.332 -1.637
N 3.915 -1.946 -0.773
H 3.639 -3.482 2.267
H 2.509 -3.483 0.990
H 3.011 -1.891 1.734
H 5.283 -2.275 0.874
H 3.920 -4.591 -0.492
H 5.204 -4.679 0.767
H 6.239 -6.056 -0.807
H 7.234 -5.303 -2.065
H 5.668 -5.853 -2.323
H 4.566 -2.166 -1.506
H 3.993 -0.968 -0.529
C -6.771 -0.456 2.666
C -6.275 -1.136 3.884
C -6.630 -2.607 3.834
O -5.869 -3.223 2.820
C -6.204 -4.574 2.631
N -4.837 -0.948 4.071
H -6.269 -0.847 1.815
H -6.654 0.656 2.709
H -7.934 -0.564 2.687
H -6.809 -0.767 4.794
H -7.632 -2.719 3.484
H -6.556 -2.977 4.827
H -5.659 -4.980 1.778
H -7.298 -4.721 2.443
H -5.855 -5.134 3.472
H -4.485 -1.011 4.999
H -4.271 -1.390 3.331
C 5.842 3.172 -0.200
C 6.463 1.782 0.333
C 6.981 1.789 1.785
O 7.913 2.788 1.882
C 8.535 2.879 3.155
N 5.562 0.599 0.111
H 4.968 3.382 0.430
H 5.459 3.037 -1.263
H 6.640 3.909 -0.044
H 7.362 1.573 -0.228
H 7.547 0.770 1.955
H 6.155 1.841 2.549
H 7.847 3.049 3.922
H 9.330 3.646 3.050
H 9.108 2.013 3.499
H 4.657 0.736 0.580
H 6.044 -0.149 0.557
C -0.749 -1.449 -0.752
C -0.264 -0.057 -0.205
C -1.260 0.565 0.754
O -2.586 0.662 0.255
C -2.800 1.731 -0.579
N 1.016 -0.240 0.575
H -1.612 -1.345 -1.367
H -0.937 -2.074 0.134
H 0.152 -1.851 -1.234
H -0.045 0.552 -1.044
H -0.843 1.537 1.107
H -1.305 -0.059 1.603
H -2.210 1.650 -1.512
H -2.492 2.661 -0.083
H -3.903 1.836 -0.784
H 0.822 -0.857 1.335
H 1.682 -0.758 -0.053
C 4.282 8.103 -5.419
C 2.837 7.735 -5.214
C 2.610 6.321 -5.637
O 1.345 5.891 -5.078
C 1.288 4.427 -5.265
N 2.465 7.894 -3.762
H 4.665 7.879 -6.384
H 4.817 7.666 -4.567
H 4.287 9.177 -5.297
H 2.170 8.340 -5.811
H 3.453 5.696 -5.252
H 2.579 6.217 -6.730
H 0.415 4.066 -4.773
H 2.206 4.006 -4.921
H 1.126 4.066 -6.320
H 2.971 7.240 -3.170
H 1.481 7.575 -3.607
C -1.934 6.651 -6.792
C -2.367 7.534 -5.631
C -1.881 8.992 -5.775
O -0.530 9.125 -5.560
C -0.054 10.526 -5.602
N -3.875 7.603 -5.559
H -2.434 7.080 -7.656
H -2.288 5.590 -6.655
H -0.894 6.594 -6.948
H -1.926 7.103 -4.758
H -2.431 9.536 -5.021
H -2.110 9.329 -6.805
H -0.841 11.070 -5.070
H 0.116 10.745 -6.625
H 0.844 10.559 -4.976
H -4.183 6.637 -5.774
H -4.070 7.838 -4.627
C -5.561 4.777 -3.578
C -5.725 3.959 -4.779
C -6.838 2.957 -4.533
O -7.068 2.130 -5.632
C -8.024 1.139 -5.515
N -5.870 4.793 -5.980
H -6.371 5.463 -3.543
H -4.663 5.385 -3.761
H -5.391 4.228 -2.677
H -4.846 3.320 -4.937
H -7.713 3.505 -4.235
H -6.562 2.271 -3.667
H -7.915 0.441 -6.372
H -9.103 1.503 -5.534
H -7.852 0.616 -4.531
H -6.738 5.284 -5.944
H -5.955 4.106 -6.741
C -2.907 -7.525 -2.609
C -2.223 -7.358 -1.270
C -2.044 -8.713 -0.620
O -1.797 -8.500 0.795
C -0.455 -8.672 1.171
N -0.889 -6.696 -1.332
H -2.307 -7.993 -3.372
H -3.082 -6.488 -2.864
H -3.876 -8.107 -2.604
H -2.876 -6.894 -0.532
H -1.157 -9.335 -1.041
H -3.011 -9.312 -0.627
H -0.600 -8.701 2.308
H 0.296 -7.921 0.780
H -0.090 -9.656 0.859
H -0.967 -5.980 -2.017
H -0.763 -6.176 -0.464
C -3.405 3.407 5.623
C -3.459 3.223 4.081
C -2.331 4.041 3.479
O -2.575 5.407 3.701
C -1.538 6.320 3.473
N -3.254 1.864 3.668
H -4.129 2.710 6.170
H -3.616 4.423 5.875
H -2.377 3.112 6.007
H -4.410 3.654 3.764
H -2.289 3.849 2.411
H -1.362 3.655 3.880
H -1.375 6.961 4.303
H -1.737 7.006 2.612
H -0.682 5.721 3.291
H -2.769 1.687 2.808
H -4.056 1.241 3.699
C -0.019 6.410 -0.937
C -0.320 5.363 -2.047
C 0.101 3.960 -1.624
O 1.538 3.937 -1.421
C 1.952 2.940 -0.511
N -1.753 5.196 -2.370
H 0.026 7.430 -1.371
H 0.954 6.251 -0.522
H -0.719 6.449 -0.138
H 0.277 5.530 -2.892
H -0.219 3.238 -2.366
H -0.408 3.634 -0.672
H 2.141 3.275 0.509
H 2.777 2.320 -0.942
H 1.139 2.220 -0.358
H -2.242 5.417 -1.490
H -2.067 5.868 -3.075
C -5.232 4.856 0.858
C -4.766 6.078 0.183
C -5.663 7.264 0.436
O -6.874 7.086 -0.232
C -8.023 7.701 0.294
N -3.328 6.252 0.529
H -4.738 3.932 0.524
H -6.281 4.755 0.603
H -5.103 4.933 2.000
H -4.837 5.968 -0.871
H -5.217 8.200 0.077
H -5.764 7.342 1.502
H -8.038 8.151 1.278
H -8.768 6.916 0.337
H -8.379 8.521 -0.350
H -3.281 6.027 1.552
H -3.072 7.171 0.192
C 4.354 -12.485 -1.010
C 4.022 -11.543 0.112
C 3.868 -10.093 -0.288
O 2.707 -9.974 -1.069
C 2.395 -8.708 -1.646
N 2.812 -12.034 0.874
H 4.549 -13.437 -0.528
H 5.246 -12.325 -1.582
H 3.465 -12.602 -1.612
H 4.847 -11.681 0.819
H 4.771 -9.879 -0.858
H 3.878 -9.587 0.717
H 2.061 -7.995 -0.868
H 1.433 -8.810 -2.225
H 3.168 -8.172 -2.141
H 2.703 -13.082 0.751
H 2.011 -11.655 0.298
C 4.455 -3.105 -5.965
C 3.553 -4.063 -5.142
C 3.462 -3.613 -3.640
O 2.760 -4.655 -2.945
C 1.536 -4.140 -2.408
N 2.224 -4.133 -5.733
H 5.376 -2.830 -5.386
H 3.788 -2.250 -6.143
H 4.763 -3.509 -6.959
H 4.068 -5.082 -5.234
H 2.912 -2.700 -3.664
H 4.392 -3.476 -3.123
H 0.978 -4.950 -1.912
H 0.934 -3.588 -3.158
H 1.751 -3.436 -1.558
H 1.924 -3.178 -5.791
H 1.590 -4.675 -5.054
C 6.208 -4.060 4.736
C 6.243 -2.572 5.255
C 7.655 -2.186 5.464
O 8.311 -2.868 6.511
C 9.567 -2.299 6.775
N 5.524 -1.717 4.297
H 6.747 -4.727 5.407
H 6.713 -4.126 3.729
H 5.218 -4.439 4.499
H 5.672 -2.613 6.148
H 7.792 -1.101 5.555
H 8.203 -2.444 4.588
H 10.209 -2.130 5.867
H 10.094 -2.911 7.548
H 9.400 -1.295 7.213
H 5.594 -0.715 4.589
H 5.987 -1.652 3.384
*
```

Values from the calculation:
ΔE to the lowest compared entry with this formula, charge and spin (kJ/mol): 473.8
Frontier orbital gap (Ha): 0.3294



(2)
DFT (wB97M-V/def2-TZVPD) results for a cluster of 2 separate species, C5H10O in total in a non-equilibrium geometry.

ORCA input file:
```
! RIJCOSX wB97M-V def2-TZVPD def2/J DEFGRID3
* xyz 0 1
C 3.586 0.343 4.486
C 3.746 0.569 3.010
C 2.694 0.675 2.174
H 3.218 1.294 4.880
H 4.488 0.074 5.011
H 2.729 -0.317 4.654
H 4.676 0.417 2.493
H 2.916 1.188 1.247
H 1.777 0.140 2.348
O -5.794 0.304 -4.333
C -4.623 0.104 -4.138
C -3.904 -1.123 -4.658
H -4.119 0.588 -3.277
H -4.420 -1.569 -5.496
H -2.826 -0.996 -4.653
H -4.144 -1.693 -3.746
*
```

Values from the calculation:
ΔE to the lowest compared entry with this formula, charge and spin (kJ/mol): 244.4
Frontier orbital gap (Ha): 0.3671
SMILES: C=CC.CC=O